{"formula": "C38H104O14", "method": "ωB97M-V/def2-TZVPD", "spin_multiplicity": 1, "orbital_gap_ev": 10.09, "total_charge": 0, "species": ["C", "C", "C", "O", "H", "H", "H", "H", "H", "H", "H", "H", "C", "C", "C", "O", "H", "H", "H", "H", "H", "H", "H", "H", "C", "C", "C", "O", "H", "H", "H", "H", "H", "H", "H", "H", "C", "C", "C", "O", "H", "H", "H", "H", "H", "H", "H", "H", "C", "C", "C", "O", "H", "H", "H", "H", "H", "H", "H", "H", "C", "C", "C", "O", "H", "H", "H", "H", "H", "H", "H", "H", "C", "C", "C", "O", "H", "H", "H", "H", "H", "H", "H", "H", "C", "C", "C", "O", "H", "H", "H", "H", "H", "H", "H", "H", "C", "C", "C", "O", "H", "H", "H", "H", "H", "H", "H", "H", "C", "C", "C", "O", "H", "H", "H", "H", "H", "H", "H", "H", "C", "C", "O", "H", "H", "H", "H", "H", "H", "C", "C", "O", "H", "H", "H", "H", "H", "H", "C", "C", "O", "H", "H", "H", "H", "H", "H", "C", "C", "O", "H", "H", "H", "H", "H", "H"], "positions_angstrom": [[12.633, 7.942, 11.019], [12.168, 9.272, 10.529], [10.772, 9.180, 9.939], [12.249, 10.300, 11.552], [11.949, 7.515, 11.790], [13.603, 8.052, 11.520], [12.544, 7.231, 10.212], [12.833, 9.598, 9.716], [10.871, 8.724, 9.004], [10.285, 10.161, 9.963], [10.109, 8.602, 10.569], [12.592, 9.900, 12.394], [19.232, 10.841, 12.934], [19.504, 11.470, 11.634], [18.911, 12.882, 11.462], [20.922, 11.689, 11.451], [19.575, 11.491, 13.773], [19.837, 9.909, 13.057], [18.177, 10.503, 13.056], [19.191, 10.901, 10.829], [17.850, 12.876, 11.407], [19.187, 13.364, 10.530], [19.156, 13.608, 12.262], [21.306, 10.813, 11.392], [14.895, 12.567, 9.721], [13.405, 12.810, 9.755], [13.138, 14.277, 9.546], [12.771, 12.137, 8.731], [15.113, 11.493, 9.752], [15.434, 13.058, 10.527], [15.214, 13.020, 8.754], [13.007, 12.502, 10.711], [13.716, 14.725, 8.708], [13.384, 14.798, 10.475], [12.073, 14.515, 9.408], [13.005, 11.222, 8.824], [12.933, 8.648, 16.371], [13.640, 8.625, 15.040], [13.886, 7.221, 14.526], [12.830, 9.387, 14.181], [11.886, 8.615, 16.122], [13.056, 9.557, 16.961], [13.179, 7.803, 16.970], [14.614, 9.083, 15.068], [14.680, 6.756, 15.101], [14.274, 7.285, 13.499], [13.005, 6.566, 14.564], [12.607, 10.274, 14.539], [15.876, 16.954, 19.179], [14.919, 16.076, 18.371], [14.261, 16.911, 17.280], [15.699, 15.003, 17.851], [15.228, 17.661, 19.700], [16.393, 17.519, 18.442], [16.544, 16.310, 19.804], [14.191, 15.629, 19.039], [13.819, 16.259, 16.473], [15.037, 17.479, 16.776], [13.493, 17.571, 17.611], [15.216, 14.619, 17.108], [20.652, 15.666, 19.449], [19.792, 14.513, 18.867], [20.539, 13.798, 17.758], [19.544, 13.590, 19.986], [21.577, 15.192, 19.697], [20.134, 16.039, 20.349], [20.832, 16.466, 18.719], [18.817, 14.763, 18.639], [21.413, 13.177, 18.102], [20.898, 14.413, 16.948], [19.893, 12.996, 17.335], [20.307, 13.248, 20.454], [16.218, 9.137, 11.120], [16.744, 7.990, 10.279], [16.416, 8.322, 8.795], [18.173, 7.844, 10.507], [16.805, 10.057, 10.976], [16.317, 8.988, 12.209], [15.186, 9.391, 10.855], [16.289, 7.016, 10.615], [16.749, 7.528, 8.155], [16.889, 9.278, 8.548], [15.305, 8.343, 8.717], [18.686, 7.637, 9.701], [12.934, 11.848, 20.934], [13.729, 12.935, 20.266], [14.818, 13.541, 21.196], [14.211, 12.499, 19.015], [13.535, 10.945, 21.202], [12.157, 11.390, 20.251], [12.490, 12.203, 21.883], [12.967, 13.684, 20.105], [15.453, 12.798, 21.618], [14.392, 14.101, 22.002], [15.443, 14.237, 20.707], [15.049, 12.916, 18.819], [15.258, 12.535, 13.234], [15.299, 12.604, 14.719], [16.614, 11.989, 15.184], [15.124, 13.948, 15.133], [14.295, 12.952, 12.947], [15.282, 11.460, 12.907], [16.145, 13.047, 12.867], [14.493, 12.022, 15.204], [17.515, 12.515, 14.824], [16.778, 10.952, 14.862], [16.652, 11.916, 16.286], [14.497, 14.365, 14.503], [8.292, 10.601, 12.609], [8.872, 11.925, 12.086], [8.054, 13.220, 12.497], [10.206, 12.128, 12.509], [7.337, 10.407, 12.190], [8.213, 10.529, 13.729], [8.970, 9.753, 12.349], [8.849, 11.846, 10.980], [8.090, 13.529, 13.569], [6.994, 13.168, 12.294], [8.466, 13.994, 11.911], [10.756, 11.517, 12.052], [11.130, 13.314, 16.434], [11.464, 11.921, 16.042], [11.902, 11.950, 14.672], [12.041, 13.960, 16.346], [10.742, 13.343, 17.416], [10.363, 13.713, 15.779], [10.642, 11.172, 16.133], [12.279, 11.695, 16.731], [11.094, 11.976, 14.131], [10.880, 15.933, 12.720], [11.876, 15.744, 13.867], [12.790, 14.659, 13.708], [11.359, 15.854, 11.718], [10.243, 16.809, 12.854], [10.215, 14.997, 12.825], [11.252, 15.659, 14.838], [12.594, 16.609, 13.932], [12.418, 13.881, 14.145], [15.478, 15.920, 12.389], [15.381, 17.189, 13.198], [16.579, 17.946, 13.213], [16.340, 15.329, 12.662], [15.567, 16.173, 11.323], [14.556, 15.313, 12.526], [15.152, 17.008, 14.217], [14.631, 17.763, 12.715], [17.309, 17.340, 13.397], [18.659, 16.538, 16.052], [18.441, 15.697, 14.798], [18.930, 16.342, 13.573], [18.383, 17.560, 15.847], [19.687, 16.638, 16.340], [18.126, 16.141, 16.912], [17.340, 15.592, 14.675], [18.908, 14.749, 15.041], [19.873, 16.227, 13.494]], "atomic_forces_ev_per_a": [[-0.53, -0.40, 1.45], [-0.27, 1.01, 0.36], [-0.14, 1.12, 2.02], [0.00, -0.91, 0.24], [0.26, 0.60, -0.30], [-0.01, -0.51, -0.60], [0.74, -0.32, -0.35], [0.10, -0.08, 0.13], [-0.36, -0.40, -1.65], [0.34, 0.04, -0.80], [0.02, -0.59, 0.23], [-0.30, 0.24, -0.62], [0.10, -1.38, 1.88], [1.21, 3.27, 0.05], [0.28, 0.36, 0.41], [-0.17, -0.24, 0.18], [-0.58, -0.28, -0.55], [-0.38, 0.51, -0.28], [0.64, 0.57, -0.03], [-0.94, -1.45, -1.57], [-1.18, -0.35, 0.18], [0.51, -0.25, -0.20], [0.18, -0.63, -0.14], [0.36, -0.14, 0.01], [0.29, 0.20, -0.96], [0.56, 1.29, 0.69], [-0.36, 1.08, 0.36], [-0.81, -0.44, -1.20], [0.11, 0.14, -0.08], [-0.06, 0.07, 0.13], [0.25, -0.61, 0.59], [-0.27, -0.11, 0.48], [-0.32, -0.41, 0.46], [0.34, 0.13, -0.11], [0.21, -0.39, -0.23], [0.02, -0.74, -0.16], [-0.05, 0.30, 0.24], [0.02, 0.14, 0.60], [-0.22, 0.06, -0.71], [-0.41, 0.27, -1.57], [-0.58, -0.33, 0.08], [0.38, 0.04, -0.11], [0.23, -0.63, 0.66], [0.61, 0.41, 0.33], [0.05, -0.04, 0.29], [-0.28, -0.15, 0.16], [0.12, 0.27, -0.10], [0.24, -0.30, -0.07], [-1.02, -1.02, 0.12], [0.44, -0.01, 0.36], [0.29, -1.56, -1.43], [0.06, 0.07, -0.23], [0.44, -0.06, 0.60], [1.09, 0.46, -0.35], [-0.58, 0.88, -0.29], [-0.52, 0.05, 0.18], [0.24, 0.44, 0.83], [0.10, 0.26, -0.10], [-0.53, 0.51, 0.52], [0.15, -0.16, -0.40], [-1.66, -0.14, -0.51], [3.32, -1.03, 2.38], [-0.17, -2.16, -0.19], [-0.93, 0.13, -0.61], [0.83, 0.01, 0.40], [0.46, 0.05, -0.41], [-0.08, -0.14, 0.25], [-1.89, 0.85, -0.92], [-0.59, 0.98, 0.20], [-0.05, 0.47, -0.20], [0.13, 0.64, 0.02], [0.55, 0.32, -0.41], [0.48, 0.63, 0.87], [0.35, -0.38, -0.56], [-0.62, -0.47, 1.47], [-0.08, 0.28, -0.23], [-0.02, -0.27, -0.43], [-0.31, -0.37, -0.35], [0.12, -0.22, 0.20], [0.13, 0.87, -0.51], [0.35, -0.31, -0.50], [-0.27, -0.13, -0.16], [0.74, 0.34, -0.16], [-0.85, 0.12, 0.43], [-0.27, -2.18, 0.24], [0.22, 0.59, 0.88], [-1.16, -0.70, -0.60], [-0.15, -0.64, -0.06], [0.03, 0.74, -0.11], [0.53, 0.95, 0.68], [-0.02, -0.07, -0.64], [-0.10, 0.87, -0.35], [0.48, -0.85, 0.30], [-0.62, 0.17, 0.60], [0.71, 0.76, -1.02], [0.30, 0.44, -0.05], [-0.59, -1.45, -0.30], [0.27, -1.14, 0.69], [0.69, 0.10, 1.18], [0.31, 0.55, 0.15], [0.21, 0.20, -0.77], [0.01, 0.91, 0.14], [-0.29, 0.17, -0.39], [0.09, -0.06, -0.43], [-0.49, 0.19, 0.17], [-0.59, 0.17, -0.25], [0.11, 0.34, -0.30], [0.19, -0.15, 0.45], [1.55, -0.37, 1.30], [-1.48, 0.45, 0.50], [0.37, -1.46, 0.78], [-0.89, 1.07, 0.93], [-0.93, -0.15, -0.41], [0.01, 0.48, -0.91], [-0.43, 0.60, -0.07], [0.01, 0.27, 0.40], [0.50, -0.61, -0.63], [-0.26, -0.39, -0.41], [0.37, 1.15, -0.58], [1.30, -1.16, -0.83], [0.11, 1.03, -0.83], [0.01, -0.11, -0.04], [0.36, -0.40, 0.53], [-0.73, -0.55, 0.23], [-0.26, 0.20, 1.26], [-0.24, 0.25, -0.21], [0.48, 0.61, 0.20], [0.29, -0.84, -0.49], [-0.05, 0.04, -0.47], [-0.43, -2.72, 0.13], [0.33, 1.64, 0.92], [-0.82, -0.20, 0.16], [-0.30, 0.40, 0.71], [0.27, 0.04, -0.11], [0.69, 1.44, -0.52], [1.28, 0.16, -1.30], [-1.06, -0.39, 0.20], [-0.08, -0.43, -0.19], [-0.62, -0.29, -0.48], [1.19, -0.35, -0.54], [0.07, 0.22, -0.35], [0.26, -0.25, 0.15], [0.03, -0.10, 0.21], [0.67, 0.36, -0.17], [-0.84, -0.46, 1.10], [-0.80, 0.98, -0.03], [0.16, 0.22, -0.24], [-0.02, 0.47, -0.47], [-0.34, 0.89, 0.38], [-0.87, -0.82, 1.15], [-0.63, 0.43, 0.07], [0.89, -0.36, 0.03], [-0.30, -0.03, -0.11], [0.81, -0.30, -0.13], [-0.03, -0.51, -0.80], [0.44, -0.03, 0.07]]}